Record 1
{
  "formula": "C19H26N4O3S",
  "method": "the ωB97M-V functional and the def2-TZVPD basis",
  "largest_force_ev_per_a": 1.20,
  "relative_energy_ev": 2.723,
  "mol_weight_g_mol": 390.509,
  "symbols": ["C", "C", "N", "C", "C", "O", "C", "C", "C", "C", "C", "C", "O", "C", "N", "N", "C", "S", "C", "C", "O", "N", "C", "C", "C", "C", "C", "H", "H", "H", "H", "H", "H", "H", "H", "H", "H", "H", "H", "H", "H", "H", "H", "H", "H", "H", "H", "H", "H", "H", "H", "H", "H"],
  "positions_angstrom": [[2.009, -1.370, 2.970], [2.073, -0.301, 1.886], [0.756, 0.039, 1.413], [0.057, -0.474, 0.354], [0.592, -1.473, -0.607], [1.036, -2.600, 0.129], [1.161, -3.813, -0.498], [0.976, -4.922, 0.317], [1.111, -6.207, -0.176], [1.423, -6.391, -1.508], [1.618, -5.297, -2.333], [1.508, -4.000, -1.848], [1.736, -2.882, -2.609], [2.010, -3.044, -3.980], [-1.125, 0.069, 0.292], [-1.241, 0.941, 1.307], [-0.116, 0.919, 1.980], [0.285, 1.859, 3.382], [-1.243, 2.831, 3.587], [-1.297, 4.005, 2.606], [-0.945, 5.121, 2.927], [-1.788, 3.662, 1.408], [-1.818, 4.561, 0.275], [-0.790, 4.126, -0.782], [-1.571, 3.174, -1.681], [-2.918, 3.879, -1.821], [-3.184, 4.481, -0.435], [3.012, -1.599, 3.317], [1.560, -2.274, 2.566], [1.418, -1.019, 3.812], [2.530, 0.612, 2.279], [2.654, -0.662, 1.035], [1.421, -1.033, -1.178], [-0.213, -1.737, -1.298], [0.721, -4.748, 1.351], [0.962, -7.052, 0.477], [1.521, -7.386, -1.915], [1.875, -5.465, -3.367], [2.109, -2.034, -4.377], [2.945, -3.588, -4.142], [1.193, -3.556, -4.496], [-1.193, 3.213, 4.606], [-2.082, 2.149, 3.463], [-1.940, 2.673, 1.211], [-1.603, 5.558, 0.669], [0.084, 3.665, -0.323], [-0.460, 4.996, -1.352], [-1.084, 3.013, -2.642], [-1.697, 2.207, -1.192], [-3.711, 3.201, -2.132], [-2.839, 4.673, -2.565], [-3.848, 3.839, 0.143], [-3.651, 5.462, -0.508]],
  "lowdin_charge": [-0.057, -0.192, -0.010, -0.262, -0.103, -0.038, -0.188, -0.003, -0.090, -0.091, -0.024, -0.195, -0.109, -0.077, 0.082, -0.002, -0.606, 1.006, -0.346, -0.572, 0.047, 0.083, -0.287, -0.136, -0.197, -0.191, -0.127, 0.080, 0.064, 0.067, 0.110, 0.126, 0.134, 0.144, 0.118, 0.103, 0.103, 0.103, 0.096, 0.097, 0.100, 0.083, 0.082, 0.090, 0.142, 0.111, 0.114, 0.105, 0.086, 0.104, 0.106, 0.111, 0.106]
}


Record 2
{
  "formula": "C39H40BIrN13O",
  "method": "the ωB97M-V functional and the def2-TZVPD basis",
  "largest_force_ev_per_a": 0.45,
  "relative_energy_ev": 0.000,
  "mol_weight_g_mol": 909.868,
  "multiplicity": 2,
  "total_charge": 2,
  "s_squared": 0.762,
  "symbols": ["Ir", "C", "C", "C", "C", "N", "C", "N", "C", "N", "C", "N", "C", "C", "C", "C", "C", "N", "C", "C", "C", "C", "C", "C", "H", "H", "H", "H", "H", "H", "H", "H", "H", "H", "H", "H", "C", "C", "C", "C", "C", "N", "N", "B", "N", "N", "C", "C", "C", "C", "C", "N", "N", "C", "C", "C", "C", "C", "H", "H", "H", "H", "H", "H", "H", "H", "H", "H", "H", "H", "H", "H", "H", "H", "H", "H", "H", "H", "H", "H", "N", "C", "O", "C", "C", "C", "C", "N", "C", "H", "H", "H", "H", "H", "H"],
  "positions_angstrom": [[0.010, -0.247, -0.671], [0.121, 4.280, 3.072], [-1.211, 4.131, 2.719], [-1.682, 2.869, 2.391], [-0.792, 1.807, 2.436], [0.488, 1.939, 2.763], [0.932, 3.156, 3.073], [-0.312, -0.558, 2.758], [0.740, -1.108, 2.198], [1.069, -1.027, 0.888], [2.372, -1.467, 0.724], [3.095, -1.501, -0.327], [2.684, -1.328, -1.641], [3.631, -1.697, -2.599], [3.288, -1.760, -3.930], [1.978, -1.467, -4.291], [1.104, -1.055, -3.314], [1.447, -0.931, -2.014], [2.854, -1.963, 2.024], [4.049, -2.567, 2.338], [4.193, -3.073, 3.627], [3.145, -2.987, 4.536], [1.940, -2.370, 4.207], [1.811, -1.828, 2.937], [0.525, 5.243, 3.352], [-1.881, 4.981, 2.714], [-2.723, 2.708, 2.140], [1.978, 3.229, 3.348], [4.614, -1.971, -2.245], [4.016, -2.063, -4.671], [1.637, -1.546, -5.313], [0.082, -0.806, -3.552], [4.832, -2.658, 1.597], [5.115, -3.557, 3.918], [3.260, -3.415, 5.522], [1.151, -2.358, 4.941], [0.473, 2.023, -3.530], [-0.884, 1.568, -3.105], [-2.107, 2.001, -3.623], [-3.087, 1.310, -2.937], [-4.568, 1.368, -3.090], [-2.471, 0.506, -2.051], [-1.121, 0.652, -2.156], [-3.046, -0.533, -1.080], [-2.351, -1.881, -1.299], [-1.019, -2.005, -1.024], [-0.692, -3.293, -1.197], [0.672, -3.864, -1.010], [-1.832, -3.998, -1.584], [-2.860, -3.080, -1.637], [-4.293, -3.278, -1.992], [-2.691, -0.093, 0.380], [-1.427, 0.206, 0.675], [-1.285, 0.367, 2.112], [-0.432, -0.548, 4.225], [-2.689, 0.095, 2.595], [-3.465, -0.161, 1.533], [-4.918, -0.471, 1.467], [0.523, 3.112, -3.509], [0.672, 1.711, -4.556], [1.264, 1.630, -2.898], [-2.255, 2.723, -4.408], [-4.829, 2.125, -3.825], [-5.057, 1.619, -2.149], [-4.966, 0.411, -3.430], [-4.225, -0.621, -1.203], [1.158, -3.482, -0.115], [1.313, -3.660, -1.870], [0.595, -4.944, -0.911], [-1.894, -5.052, -1.793], [-4.463, -4.319, -2.258], [-4.579, -2.658, -2.842], [-4.950, -3.029, -1.159], [-1.085, 0.268, 4.512], [0.538, -0.349, 4.670], [-0.848, -1.487, 4.586], [-3.006, 0.160, 3.621], [-5.346, -0.450, 2.466], [-5.081, -1.461, 1.040], [-5.444, 0.251, 0.844], [5.097, 2.094, 0.212], [4.356, 3.175, -0.147], [4.830, 4.240, -0.468], [2.858, 2.991, -0.183], [2.061, 4.128, -0.193], [0.688, 3.978, -0.255], [0.154, 2.708, -0.344], [0.922, 1.607, -0.371], [2.251, 1.753, -0.280], [6.091, 2.241, 0.294], [4.700, 1.330, 0.730], [2.535, 5.100, -0.158], [0.025, 4.832, -0.246], [-0.912, 2.550, -0.405], [2.840, 0.849, -0.328]],
  "lowdin_spin": [0.035, 0.000, 0.000, 0.004, 0.029, 0.005, 0.002, 0.036, 0.001, 0.001, 0.001, -0.001, 0.001, -0.001, 0.002, -0.001, 0.001, 0.000, 0.000, 0.000, 0.000, 0.000, 0.000, 0.001, 0.000, 0.000, 0.001, 0.000, 0.000, 0.000, 0.000, 0.000, 0.000, 0.000, 0.000, 0.000, 0.000, 0.000, 0.000, 0.000, 0.000, 0.003, 0.002, 0.021, 0.009, 0.000, 0.001, 0.000, 0.001, 0.001, 0.000, 0.306, 0.352, 0.049, 0.003, 0.129, 0.002, -0.007, 0.000, 0.000, 0.000, 0.000, 0.000, 0.000, 0.000, 0.000, 0.000, 0.000, 0.000, 0.000, 0.000, 0.000, 0.000, 0.000, 0.000, 0.001, 0.007, 0.000, -0.002, -0.002, 0.000, 0.000, 0.000, 0.000, 0.000, 0.000, 0.002, 0.001, 0.000, 0.000, 0.000, 0.000, 0.000, 0.001, 0.000]
}


Record 3
{
  "formula": "C8H11FO2",
  "method": "the ωB97M-V functional and the def2-TZVPD basis",
  "largest_force_ev_per_a": 4.22,
  "relative_energy_ev": 3.891,
  "mol_weight_g_mol": 158.172,
  "symbols": ["C", "C", "C", "C", "C", "C", "C", "C", "O", "O", "F", "H", "H", "H", "H", "H", "H", "H", "H", "H", "H", "H"],
  "positions_angstrom": [[3.835, 0.614, 0.108], [2.665, 0.998, -0.076], [0.355, 1.609, 0.255], [-0.527, 0.258, 0.839], [0.101, -1.238, -0.781], [1.456, 1.233, -0.641], [-1.875, 0.453, 1.589], [0.056, -1.908, -2.132], [-0.845, -0.469, -0.295], [-0.592, 2.621, -0.084], [1.334, 1.314, -2.025], [4.833, 0.495, 0.474], [0.782, 1.938, 1.209], [0.213, -0.186, 1.560], [0.636, -1.769, -0.047], [-2.390, -0.584, 1.570], [-2.409, 1.246, 1.047], [-1.671, 0.646, 2.674], [-0.561, -1.361, -2.820], [-0.336, -2.986, -1.972], [0.997, -1.958, -2.755], [-0.522, 3.013, -1.042]],
  "lowdin_charge": [0.150, -0.107, -0.246, -0.294, -0.186, -0.249, -0.025, -0.062, -0.060, -0.052, 0.032, 0.022, 0.142, 0.149, 0.101, 0.111, 0.076, 0.086, 0.059, 0.103, 0.092, 0.158]
}


Record 4
{
  "formula": "C18H19FIN2O2",
  "method": "the ωB97M-V functional and the def2-TZVPD basis",
  "largest_force_ev_per_a": 10.39,
  "relative_energy_ev": 10.362,
  "mol_weight_g_mol": 441.264,
  "total_charge": 1,
  "symbols": ["C", "C", "C", "C", "C", "C", "C", "O", "I", "C", "O", "C", "C", "C", "C", "N", "N", "H", "H", "H", "H", "H", "H", "H", "H", "H", "H", "H", "H", "H", "H", "F", "C", "C", "C", "C", "C", "C", "H", "H", "H", "H", "H"],
  "positions_angstrom": [[3.046, -0.166, 5.563], [2.807, 0.173, 4.197], [2.360, 0.211, 2.581], [3.344, -0.553, 1.590], [2.872, -0.557, 0.037], [3.694, -1.263, -1.186], [4.193, -2.786, -0.720], [3.599, -3.480, 0.270], [5.891, -3.689, -1.798], [1.482, 0.236, -0.087], [0.856, 0.304, -1.438], [-0.509, -0.244, -1.415], [-0.673, -1.677, -0.638], [0.201, -2.913, -1.310], [-0.138, -3.126, -2.916], [0.816, 0.884, 1.038], [1.124, 0.950, 2.348], [2.896, -0.553, 6.682], [4.320, -1.064, 1.983], [4.647, -0.686, -1.554], [2.937, -1.462, -2.087], [-0.916, -0.369, -2.512], [-1.229, 0.544, -0.886], [-1.817, -1.995, -0.766], [-0.498, -1.628, 0.529], [1.354, -2.792, -1.131], [-0.109, -3.931, -0.780], [-1.115, -2.524, -3.191], [0.773, -2.806, -3.597], [-0.318, -4.284, -3.115], [-0.084, 1.406, 0.801], [-3.210, 1.069, -1.070], [-3.511, 2.186, -0.394], [-3.332, 2.221, 0.984], [-3.640, 3.386, 1.688], [-4.136, 4.499, 1.005], [-4.317, 4.453, -0.378], [-3.998, 3.292, -1.082], [-2.954, 1.343, 1.499], [-3.496, 3.426, 2.765], [-4.380, 5.406, 1.555], [-4.706, 5.319, -0.906], [-4.124, 3.241, -2.159]],
  "lowdin_charge": [0.104, -0.030, -0.137, 0.134, 0.011, -0.128, -0.697, -0.122, 0.826, -0.041, -0.088, -0.174, -0.174, -0.227, -0.126, 0.051, 0.128, 0.091, 0.152, 0.133, 0.141, 0.149, 0.109, 0.141, 0.116, 0.070, 0.126, 0.079, 0.080, 0.092, 0.189, 0.035, -0.300, -0.038, -0.078, -0.083, -0.067, -0.009, 0.109, 0.109, 0.108, 0.113, 0.120]
}